The following is a DFT calculation (ωB97M-V/def2-TZVPD) of a 2-piece molecular cluster, F5N2 overall at a distorted geometry.

## Properties
HOMO-LUMO gap (alpha / beta) = 10.65 / 10.61 eV
net charge = +1
ΔE to the lowest compared entry with this formula, charge and spin = 233.13 kJ/mol
highest occupied orbital energy (alpha / beta) = -20.25 / -19.76 eV

Each line ends with the Mulliken charge.
Cartesian coordinates (Å):
1 N 0.13 0.37 -0.87  0.116
2 N 0.29 -0.27 0.37  1.081
3 F -1.62 -0.18 -1.20  -0.155
4 F 0.02 1.63 -0.69  0.050
5 F 1.56 -0.62 0.49  -0.033
6 F 0.01 0.45 1.44  -0.048
7 F -0.39 -1.37 0.46  -0.011